No. 1
DFT (ωB97M-V with the def2-TZVPD basis set) results for a cluster of 2 separate species, C15H18F2N2O6S2 in total.

XYZ file:
```
45
C15H18F2N2O6S2, DFT ωB97M-V with the def2-TZVPD basis set
C -1.33 -0.60 3.73
C -0.21 -1.77 3.43
O -0.06 -1.85 1.97
C 0.47 -0.56 1.41
C 1.56 -0.82 0.21
C 1.25 -0.60 -1.41
S -0.45 0.05 -1.85
O -0.84 -0.07 -3.34
O -1.61 -0.67 -1.04
F -0.64 1.74 -1.44
C 2.46 -0.96 -2.46
C 2.23 -0.82 -4.08
F 3.28 -1.71 -4.71
C 2.58 0.71 -4.67
C 1.90 1.91 -3.78
C 3.96 -1.49 -1.95
C 4.30 -1.67 -0.33
N 5.65 -2.11 0.21
S 5.29 -2.10 1.95
N 3.59 -1.60 2.10
C 3.07 -1.35 0.70
H -0.77 0.43 3.77
H -2.10 -0.62 2.82
H -1.95 -0.76 4.72
H -0.50 -2.82 3.90
H 0.78 -1.44 4.00
H -0.37 0.21 1.16
H 1.09 -0.09 2.32
H 1.20 -1.23 -4.47
H 2.35 0.78 -5.84
H 3.76 0.82 -4.56
H 2.21 1.83 -2.66
H 0.74 1.95 -3.96
H 2.39 2.93 -4.19
H 4.84 -1.76 -2.68
O -2.95 1.24 3.80
C -3.88 1.40 3.03
O -4.83 0.46 2.75
C -5.84 1.11 2.01
C -5.13 2.28 1.41
O -4.11 2.56 2.35
H -6.26 0.44 1.25
H -6.64 1.41 2.69
H -4.67 2.04 0.44
H -5.79 3.15 1.28
```

## Properties
Maximum force: 7.86 eV Å⁻¹
M: 424.45 g mol⁻¹
E_HOMO: -9.131 eV
LUMO: -0.0945 hartree
SMILES string: CCOCc1c(S(=O)(=O)F)c([C@H](F)CC)cc2nsnc12.O=C1OCCO1

No. 2
DFT (ωB97M-V with the def2-TZVPD basis set) results for a structure of composition C15H18F3N2O8P2Pd.

XYZ file:
```
49
C15H18F3N2O8P2Pd, DFT ωB97M-V with the def2-TZVPD basis set
Pd -0.42 0.43 -0.21
O 3.04 0.18 1.59
P 1.93 1.34 1.50
O 2.18 2.38 2.51
O 1.68 1.70 0.06
O 0.52 0.52 1.93
P 0.39 -1.12 1.95
O -1.21 -1.22 2.22
O 1.12 -1.77 3.05
O 0.65 -1.44 0.49
H 2.83 -0.51 0.95
H -1.34 -1.54 3.12
F -2.37 -1.33 -9.22
C -3.39 -1.04 -8.38
F -3.98 0.06 -8.91
F -4.28 -2.04 -8.49
C -2.92 -0.82 -6.99
C -1.98 0.18 -6.75
C -1.53 0.41 -5.46
C -2.00 -0.35 -4.39
C -2.94 -1.36 -4.65
C -3.39 -1.59 -5.93
C -1.52 -0.11 -3.07
C -1.11 0.14 -1.96
H -1.61 0.78 -7.57
H -0.80 1.19 -5.27
H -3.30 -1.96 -3.82
H -4.12 -2.37 -6.12
C -0.29 3.49 -1.78
N -0.40 3.93 -0.40
C 0.59 4.90 0.06
C 0.04 5.62 1.28
C -0.28 4.59 2.35
N -1.06 3.49 1.80
C -1.61 2.58 2.79
C -1.02 3.13 0.49
O -1.65 2.10 0.11
H -0.23 4.37 -2.42
H -1.16 2.91 -2.04
H 0.61 2.87 -1.91
H 0.76 5.60 -0.75
H 1.53 4.39 0.29
H -0.86 6.17 1.00
H 0.77 6.32 1.67
H -0.88 5.04 3.15
H 0.64 4.18 2.77
H -2.37 3.09 3.37
H -0.81 2.23 3.44
H -2.05 1.72 2.29
```

## Properties
Maximum force: 0.67 eV Å⁻¹
M: 579.68 g mol⁻¹
E_HOMO: -5.914 eV
LUMO: 0.0789 hartree
Total charge: -1

No. 3
DFT (ωB97M-V with the def2-TZVPD basis set) results for an isolated molecule of C15H18N2O3S2.

XYZ file:
```
40
C15H18N2O3S2, DFT ωB97M-V with the def2-TZVPD basis set
C -3.27 2.00 -3.52
C -2.87 1.13 -2.52
C -2.95 1.58 -0.92
C -2.53 0.70 -0.01
C -1.84 -0.42 -0.50
S -1.41 -1.67 0.87
C -1.05 -0.89 2.40
C 0.38 -0.04 2.23
O 1.21 0.13 3.00
N 0.30 0.85 1.23
C 1.53 1.75 1.12
C 2.52 0.87 0.05
N 2.94 -0.28 1.00
C 3.86 -0.33 1.81
O 4.25 0.85 2.32
C 3.76 -1.52 2.91
S 2.89 -2.79 1.75
C 2.53 -1.46 0.49
O 1.75 -1.75 -0.23
C -1.76 -0.94 -1.75
C -1.13 -2.32 -2.01
C -2.28 -0.19 -2.81
H -3.67 2.95 -2.96
H -2.36 2.11 -4.23
H -3.98 1.39 -3.98
H -3.36 2.36 -0.96
H -2.67 0.87 0.88
H -1.88 -0.12 2.49
H -0.88 -1.38 3.10
H -0.26 0.88 0.37
H 1.22 2.80 0.48
H 1.96 2.03 2.04
H 3.49 1.62 0.18
H 2.14 0.70 -0.76
H 4.87 -1.61 2.91
H 3.25 -1.53 3.64
H -1.62 -2.99 -1.59
H -0.96 -2.38 -3.06
H -0.19 -2.52 -1.55
H -1.92 -0.43 -3.89
```

## Properties
Maximum force: 17.73 eV Å⁻¹
Relative energy (zero: lowest compared OMol25 entry of this formula, charge and spin): 356.0 kcal/mol
M: 338.45 g mol⁻¹
E_HOMO: -7.845 eV
LUMO: 0.0127 hartree
SMILES string: Cc1ccc(SCC(=O)NCCN2C(=O)CSC2=O)c(C)c1

No. 4
DFT (ωB97M-V with the def2-TZVPD basis set) results for a cluster of 2 separate species, C15H18N2O5 in total.

XYZ file:
```
40
C15H18N2O5, DFT ωB97M-V with the def2-TZVPD basis set
O 0.01 3.51 -1.24
C 1.18 3.11 -1.09
O 2.00 3.79 -0.12
C 1.80 1.93 -1.98
C 0.76 0.77 -2.33
C 0.51 -0.30 -1.15
C 1.28 0.00 0.21
C 2.77 -0.43 0.32
C 3.61 -0.15 1.59
C 2.87 0.58 2.75
C 1.37 0.96 2.67
C 0.53 0.69 1.41
C 1.01 1.64 4.07
O -0.04 2.24 4.38
N 2.20 1.39 4.89
C 3.42 1.05 4.17
O 4.63 1.13 4.53
H 2.29 3.15 0.57
H 2.78 1.58 -1.51
H 2.10 2.42 -2.98
H -0.23 1.25 -2.60
H 1.17 0.19 -3.23
H 0.76 -1.35 -1.56
H -0.64 -0.31 -0.96
H 3.23 -0.95 -0.60
H 4.70 -0.45 1.67
H -0.57 0.98 1.37
H 2.32 1.98 5.72
C -5.44 -2.03 -1.79
N -4.10 -1.52 -1.60
C -2.94 -2.23 -1.43
C -3.03 -3.73 -1.45
O -1.88 -1.64 -1.28
H -5.81 -1.65 -2.74
H -6.07 -1.65 -0.98
H -5.47 -3.12 -1.79
H -3.96 -0.52 -1.58
H -2.04 -4.15 -1.30
H -3.67 -4.07 -0.63
H -3.42 -4.07 -2.41
```

## Properties
Maximum force: 4.92 eV Å⁻¹
Relative energy (zero: lowest compared OMol25 entry of this formula, charge and spin): 136.1 kcal/mol
M: 306.32 g mol⁻¹
E_HOMO: -9.166 eV
LUMO: -0.0317 hartree
SMILES string: O=C(O)CCCc1ccc2c(c1)C(=O)NC2=O.CNC(C)=O

No. 5
DFT (ωB97M-V with the def2-TZVPD basis set) results for the ion C15H18N3O2 with charge +1.

XYZ file:
```
38
C15H18N3O2, DFT ωB97M-V with the def2-TZVPD basis set
N 0.06 0.15 -4.73
C 0.21 -0.58 -3.86
C 0.38 -1.44 -2.76
C 1.60 -1.62 -2.23
N 1.93 -2.42 -1.16
C 3.17 -2.23 -0.45
C 2.90 -1.97 1.04
N 1.60 -1.28 1.23
C 1.57 0.09 0.61
C 0.33 0.83 1.04
C 0.20 1.26 2.36
C -0.93 1.93 2.80
C -1.92 2.16 1.88
C -1.80 1.74 0.55
C -0.69 1.06 0.11
O -2.91 2.08 -0.14
C -3.74 2.78 0.77
O -3.11 2.79 2.04
C 0.47 -2.15 0.78
C 0.93 -3.08 -0.36
H -0.52 -1.91 -2.40
H 2.45 -1.12 -2.68
H 3.73 -1.40 -0.90
H 3.79 -3.13 -0.54
H 2.87 -2.91 1.60
H 3.70 -1.35 1.46
H 1.47 -1.11 2.24
H 1.59 -0.01 -0.47
H 2.46 0.62 0.95
H 1.01 1.09 3.06
H -1.02 2.27 3.82
H -0.60 0.76 -0.92
H -4.71 2.28 0.85
H -3.89 3.81 0.42
H 0.11 -2.74 1.62
H -0.33 -1.49 0.45
H 0.08 -3.36 -0.98
H 1.37 -3.99 0.04
```

## Properties
Maximum force: 1.35 eV Å⁻¹
M: 272.33 g mol⁻¹
E_HOMO: -11.387 eV
LUMO: -0.1084 hartree
Total charge: +1
SMILES string: N#C/C=C/N1CC[NH+](Cc2ccc3c(c2)OCO3)CC1

No. 6
DFT (ωB97M-V with the def2-TZVPD basis set) results for a structure of composition C15H18N3O6S2W.

XYZ file:
```
45
C15H18N3O6S2W, DFT ωB97M-V with the def2-TZVPD basis set
W -1.11 0.58 1.42
C 4.06 1.85 -0.89
C 2.86 2.13 -0.04
C 2.38 1.22 0.89
C 1.29 1.52 1.72
C 0.66 2.78 1.56
C 1.12 3.72 0.64
C 2.22 3.38 -0.13
S -0.85 3.00 2.40
O -1.07 4.20 3.09
O -0.92 1.63 3.14
N -1.94 2.47 1.33
C -2.22 3.09 0.04
C -2.00 2.02 -1.00
O -2.39 1.88 -2.08
O -1.15 0.97 -0.38
H 4.48 0.87 -0.67
H 4.83 2.60 -0.73
H 3.79 1.89 -1.95
H 2.89 0.27 1.04
H 1.19 0.96 2.65
H 0.66 4.69 0.55
H 2.60 4.11 -0.83
H -1.59 3.96 -0.18
H -3.27 3.41 0.00
S -5.05 -0.95 3.02
C -3.71 -0.61 2.44
N -2.58 -0.32 1.96
O 1.69 -1.91 0.16
C 0.51 -1.96 0.31
O -0.14 -0.98 1.02
C -0.39 -3.05 -0.22
N 0.50 -4.16 -0.76
C 0.09 -4.44 -2.20
C -1.33 -3.91 -2.26
C -1.29 -2.65 -1.40
H -0.97 -3.47 0.61
H 0.41 -5.00 -0.19
H 1.49 -3.86 -0.69
H 0.21 -5.51 -2.38
H 0.78 -3.88 -2.84
H -2.03 -4.65 -1.85
H -1.63 -3.70 -3.29
H -2.28 -2.34 -1.06
H -0.84 -1.82 -1.95
```

## Properties
Maximum force: 1.03 eV Å⁻¹
Relative energy (zero: lowest compared OMol25 entry of this formula, charge and spin): 41.9 kcal/mol
M: 584.30 g mol⁻¹
E_HOMO: -18.868 eV
LUMO: -0.4452 hartree
Total charge: +3

No. 7
DFT (ωB97M-V with the def2-TZVPD basis set) results for an isolated molecule of C15H18N4O4.

XYZ file:
```
41
C15H18N4O4, DFT ωB97M-V with the def2-TZVPD basis set
O -3.11 -1.94 -0.38
C -2.02 -1.38 -0.40
C -0.84 -2.15 0.08
C -0.88 -3.18 0.98
C 0.45 -3.65 1.11
C 1.20 -2.89 0.26
C 2.66 -2.89 -0.06
N 3.13 -1.54 -0.25
C 2.83 -0.47 0.49
C 3.44 0.61 -0.13
N 3.38 1.96 0.27
O 2.66 2.23 1.21
O 4.02 2.77 -0.36
C 4.09 0.06 -1.26
N 3.88 -1.23 -1.30
O 0.42 -1.99 -0.37
N -1.86 -0.11 -0.84
C -0.67 0.69 -0.65
C -0.64 1.32 0.75
C -1.36 2.66 0.86
C -2.58 2.84 -0.05
C -3.50 1.63 -0.15
C -3.06 0.62 -1.21
H -1.75 -3.54 1.49
H 0.79 -4.44 1.74
H 3.21 -3.38 0.76
H 2.87 -3.42 -0.99
H 2.24 -0.51 1.38
H 4.68 0.57 -2.00
H 0.21 0.07 -0.80
H -0.66 1.47 -1.41
H 0.40 1.48 1.06
H -1.07 0.60 1.45
H -0.66 3.46 0.64
H -1.67 2.79 1.90
H -3.16 3.69 0.34
H -2.26 3.12 -1.05
H -4.50 1.96 -0.43
H -3.58 1.12 0.82
H -2.87 1.13 -2.16
H -3.84 -0.13 -1.36
```

## Properties
Maximum force: 1.57 eV Å⁻¹
Relative energy (zero: lowest compared OMol25 entry of this formula, charge and spin): 136.3 kcal/mol
M: 318.33 g mol⁻¹
E_HOMO: -9.102 eV
LUMO: -0.0126 hartree
SMILES string: O=C(c1ccc(Cn2cc([N+](=O)[O-])cn2)o1)N1CCCCCC1

No. 8
DFT (ωB97M-V with the def2-TZVPD basis set) results for an isolated molecule of C15H18N4O4S.

XYZ file:
```
42
C15H18N4O4S, DFT ωB97M-V with the def2-TZVPD basis set
C 6.96 -1.23 -1.06
O 6.37 -2.46 -0.70
C 5.90 -2.49 0.62
C 4.71 -1.61 0.84
N 4.64 -0.71 1.76
N 3.50 -0.05 1.78
C 2.68 -0.44 0.86
N 1.43 0.12 0.69
C 0.58 -0.30 -0.30
O 0.88 -1.19 -1.06
C -0.72 0.48 -0.35
C -1.83 -0.35 -1.03
C -2.84 0.59 -1.70
N -2.93 1.82 -0.95
C -3.82 2.13 0.02
O -3.73 3.18 0.65
C -4.94 1.22 0.33
C -6.05 1.54 1.05
C -6.82 0.37 1.16
C -6.12 -0.60 0.51
O -4.98 -0.10 0.00
C -1.75 2.64 -1.09
C -0.49 1.77 -1.15
S 3.27 -1.72 -0.16
H 7.81 -1.00 -0.41
H 7.30 -1.34 -2.08
H 6.24 -0.41 -0.99
H 5.62 -3.54 0.81
H 6.68 -2.19 1.34
H 1.18 0.85 1.33
H -1.02 0.75 0.67
H -1.38 -1.01 -1.77
H -2.33 -0.97 -0.28
H -3.81 0.11 -1.79
H -2.50 0.85 -2.71
H -6.28 2.51 1.44
H -7.76 0.25 1.65
H -6.31 -1.64 0.34
H -1.72 3.31 -0.22
H -1.82 3.26 -1.99
H -0.25 1.50 -2.18
H 0.36 2.32 -0.75
```

## Properties
Maximum force: 1.72 eV Å⁻¹
Relative energy (zero: lowest compared OMol25 entry of this formula, charge and spin): 34.1 kcal/mol
M: 350.40 g mol⁻¹
E_HOMO: -9.124 eV
LUMO: 0.0216 hartree
SMILES string: COCc1nnc(NC(=O)C2CCN(C(=O)c3ccco3)CC2)s1

No. 9
DFT (ωB97M-V with the def2-TZVPD basis set) results for a structure of composition C15H18NOPdS4SbSi.

XYZ file:
```
42
C15H18NOPdS4SbSi, DFT ωB97M-V with the def2-TZVPD basis set
Pd 1.77 0.93 1.26
S 2.58 -2.36 3.79
Sb 3.23 -0.31 3.11
S -0.34 1.57 1.25
S 4.02 -0.05 0.95
S 4.00 1.18 4.62
C 0.61 3.05 -1.88
N 2.00 3.14 -1.50
C 2.88 2.08 -1.94
C 2.39 3.94 -0.47
O 3.51 3.98 -0.01
H 0.52 3.11 -2.97
H 0.05 3.86 -1.43
H 0.17 2.11 -1.53
H 3.10 2.19 -3.01
H 2.40 1.12 -1.77
H 3.80 2.12 -1.37
H 1.57 4.58 -0.10
C -2.98 -2.99 3.28
C -1.93 -3.62 2.64
C -1.01 -2.87 1.92
C -1.10 -1.48 1.82
C -2.16 -0.87 2.49
C -3.09 -1.61 3.21
Si 0.17 -0.62 0.70
C -0.69 -0.61 -1.03
C -1.76 0.23 -1.40
C -2.36 0.13 -2.64
C -1.91 -0.80 -3.58
C -0.86 -1.64 -3.24
C -0.27 -1.54 -1.98
H -3.70 -3.56 3.86
H -1.82 -4.70 2.70
H -0.18 -3.38 1.44
H -2.23 0.21 2.46
H -3.89 -1.10 3.73
H 1.12 -1.74 0.45
H -2.10 0.97 -0.69
H -3.18 0.79 -2.90
H -2.37 -0.87 -4.55
H -0.49 -2.37 -3.95
H 0.55 -2.20 -1.72
```

## Properties
Maximum force: 1.82 eV Å⁻¹
Relative energy (zero: lowest compared OMol25 entry of this formula, charge and spin): 26.4 kcal/mol
M: 612.85 g mol⁻¹
E_HOMO (alpha / beta): -1.649 / -1.650 eV
LUMO (alpha / beta): 0.1726 / 0.1726 hartree
Total charge: -2

No. 10
DFT (ωB97M-V with the def2-TZVPD basis set) results for a cluster of 2 separate species, C15H18O in total.

XYZ file:
```
34
C15H18O, DFT ωB97M-V with the def2-TZVPD basis set
C -1.59 2.38 -0.15
C -2.44 2.23 -1.41
C -0.16 1.91 -0.13
C 0.35 0.94 -1.23
C 0.65 2.50 0.75
C 1.69 0.80 -1.22
C 2.03 2.36 0.72
C 2.48 1.54 -0.24
O 3.83 1.35 -0.25
H -1.69 3.35 0.21
H -2.10 1.63 0.54
H -2.88 1.32 -1.68
H -0.31 0.52 -1.97
H 0.19 3.08 1.61
H 2.21 0.18 -1.98
H 2.52 3.03 1.36
H 4.23 1.81 0.35
H -1.78 2.37 -2.27
H -3.22 3.09 -1.22
C 0.59 -3.51 -1.08
C -1.70 -1.20 0.95
C -1.24 -1.83 -0.20
C -0.93 -1.39 2.09
C -0.18 -2.75 -0.07
C 0.01 -2.40 2.28
C 0.55 -2.97 1.15
H -2.44 -0.42 0.89
H -1.67 -1.62 -1.23
H -1.10 -0.78 3.03
H 0.52 -2.64 3.19
H -0.07 -4.37 -1.38
H 1.70 -3.88 -0.72
H 1.19 -3.85 1.16
H 0.77 -2.78 -1.87
```

## Properties
Maximum force: 7.88 eV Å⁻¹
Relative energy (zero: lowest compared OMol25 entry of this formula, charge and spin): 77.9 kcal/mol
M: 214.31 g mol⁻¹
E_HOMO (alpha / beta): 0.994 / -4.324 eV
LUMO (alpha / beta): 0.1263 / 0.1224 hartree
Total charge: -1
2S+1: 2

No. 11
DFT (ωB97M-V with the def2-TZVPD basis set) results for a cluster of 2 separate species, C15H18O in total.

XYZ file:
```
34
C15H18O, DFT ωB97M-V with the def2-TZVPD basis set
C 1.13 -0.10 -2.02
C 0.34 -0.63 -3.28
C 0.66 1.13 -1.41
C 0.64 1.37 -0.04
C -0.01 2.13 -2.18
C 0.09 2.63 0.48
C -0.60 3.20 -1.69
C -0.65 3.46 -0.29
O -1.26 4.55 0.38
H 1.07 -0.83 -1.25
H 2.25 0.01 -2.41
H -0.47 -1.12 -2.96
H 0.90 0.59 0.72
H -0.15 1.92 -3.24
H 0.17 2.75 1.54
H -1.23 3.76 -2.43
H -2.18 4.12 0.41
H 0.90 -1.57 -3.61
H 0.30 0.17 -4.05
C 0.56 -0.76 3.65
C 0.42 -3.20 0.73
C 0.99 -2.44 1.73
C -0.85 -2.92 0.15
C 0.22 -1.49 2.39
C -1.60 -1.97 0.86
C -1.06 -1.21 1.88
H 1.03 -3.96 0.27
H 2.06 -2.70 2.08
H -1.28 -3.51 -0.70
H -2.55 -1.78 0.45
H -0.39 -0.21 4.06
H 1.16 0.00 3.14
H -1.72 -0.25 2.10
H 1.11 -1.16 4.52
```

## Properties
Maximum force: 4.79 eV Å⁻¹
Relative energy (zero: lowest compared OMol25 entry of this formula, charge and spin): 77.7 kcal/mol
M: 214.31 g mol⁻¹
E_HOMO (alpha / beta): -11.766 / -11.741 eV
LUMO (alpha / beta): -0.1412 / -0.2976 hartree
Total charge: +1
2S+1: 2